# 1
Density functional theory data (ωB97M-V/def2-TZVPD) for 3 unconnected molecules or ions with the total composition C7H13N in a non-equilibrium geometry.

* E_HOMO: -0.2702 Eh
* orbital gap: 8.127 eV
* energy relative to the best compared isomer or geometry (same formula, charge and spin): 153.5 kcal/mol

```
! wB97M-V def2-TZVPD RIJCOSX def2/J DEFGRID3
* xyz 0 1
N -0.19611 0.05584 0.62761
C -0.50792 0.32503 -0.63516
C -0.24009 -1.33037 1.05729
C 2.05214 1.86396 0.24560
C 2.48827 -0.52547 -0.42023
C -3.24213 -0.69821 -0.58135
C 1.69239 0.44563 -0.01016
C -2.48534 0.26227 -0.08893
H 1.73242 2.16303 1.24611
H 3.13500 2.02165 0.17688
H -2.81615 -1.59631 -1.02517
H 0.60226 -1.49480 1.72833
H 3.56691 -0.38885 -0.50040
H -0.47089 1.35934 -0.95895
H -0.18827 -2.06183 0.24289
H -4.33037 -0.64770 -0.61861
H 1.56952 2.54316 -0.46236
H 2.13818 -1.53316 -0.61668
H -2.85492 1.16353 0.38998
H -1.16756 -1.47566 1.60881
H -0.47734 -0.45107 -1.40548
*
```

# 2
Density functional theory data (ωB97M-V/def2-TZVPD) for a molecular structure, C42H47N3OPPtS in a non-equilibrium geometry.

* ⟨S²⟩: 6.037
* E_HOMO (spin up / spin down): -0.5788 / -0.5796 Eh
* orbital gap (spin up / spin down): 7.121 / 4.249 eV

```
! wB97M-V def2-TZVPD RIJCOSX def2/J DEFGRID3
* xyz 3 5
Pt 0.47730 -0.12489 -0.28560
S -0.97660 2.90934 -0.22158
P -2.64505 -1.43077 -0.70868
O 0.30988 2.09447 0.21927
N -1.28633 -0.54722 -0.53637
N 2.25928 0.65796 1.67146
N 2.40777 -0.70650 -0.58051
C -6.40496 -0.15790 -1.43924
C 2.76290 -2.31421 -2.39103
C -0.06225 0.51558 3.31340
C -3.03801 -2.25176 0.82485
C 4.27823 2.70361 2.04498
C -3.35742 -1.43666 1.94961
C -3.48669 -1.95645 3.19294
C -0.36521 5.56179 -0.46810
C 4.73858 -1.27702 -0.04318
C -4.08093 -0.38470 -1.05852
C -3.22084 -3.30242 3.39650
C 3.11986 3.26800 4.12085
C 3.31753 -0.86891 0.29901
C -3.47650 -2.93874 -2.80159
C -5.38630 -0.89097 -0.97017
C 4.09697 -0.76005 2.87015
C -2.08399 -4.69807 -3.72607
C -2.40938 -2.64404 -1.94987
C -1.51033 4.03352 1.08138
C 3.25197 -1.47841 -4.60741
C -1.00384 -4.27383 -2.98771
C 3.19646 2.48214 2.95941
C -1.55830 5.40233 0.45566
C -3.91856 0.85053 -1.60988
C -1.19339 -3.29360 -1.98657
C 2.13481 1.51184 2.76343
C -0.31335 4.22447 -1.28100
C -2.96671 -4.14442 2.29845
C 3.24477 -0.16669 -4.16565
C -4.95938 1.69227 -2.00529
C -2.78905 -3.59597 1.02695
C 1.01713 2.20517 4.83117
C -6.20626 1.13807 -1.94033
C 1.07315 1.47141 3.64179
C 2.89021 1.49819 -2.17641
C 2.66376 -3.46162 -1.46026
C 3.00579 0.17272 -2.83500
C -3.29503 -4.00687 -3.69783
C 2.05216 3.13257 5.03178
C 3.08831 -0.36025 1.71461
C 2.75336 -0.96893 -1.98168
C 2.87323 -2.50701 -3.73566
H -3.41603 -3.71717 4.37545
H 2.81168 -3.56796 -4.16651
H 4.04547 -1.83875 3.03147
H 5.16826 3.02091 2.56739
H -0.52618 0.19065 4.24462
H 3.36858 2.32377 -2.73988
H -2.42419 5.46535 -0.12533
H -3.65218 -1.21696 4.01141
H -7.06969 1.78571 -2.16446
H 0.49121 5.55824 0.24206
H -2.45817 3.61816 1.45281
H 0.23098 2.22481 5.63982
H 3.92742 4.07287 4.38013
H -3.65839 -0.44138 1.71285
H 3.84287 -0.12915 3.71041
H -0.81014 0.96545 2.61387
H 5.09252 -0.64660 2.40121
H -2.47412 -4.25056 0.21716
H 3.36119 -1.84318 -5.65487
H 1.64768 -3.93130 -1.66433
H 4.82334 -1.45767 -1.08873
H -5.57100 -1.86659 -0.52550
H -7.39287 -0.59595 -1.42891
H -4.83409 2.75582 -2.25116
H -2.86253 -5.23511 2.44740
H 1.79015 1.66010 -1.94921
H 0.34411 -0.40817 2.95451
H 2.14898 3.79681 5.86843
H -4.14296 -4.34280 -4.34927
H -1.62833 6.20794 1.18104
H 5.48995 -0.45119 0.06706
H 3.32236 1.60787 -1.17405
H 4.62811 1.78204 1.56336
H -2.02377 -5.45457 -4.44259
H 2.68490 -3.27705 -0.41160
H 3.59286 0.55189 -4.91314
H -0.38259 6.37614 -1.19662
H 3.34613 -4.25628 -1.55449
H -0.71877 3.93872 1.82769
H -0.08328 -4.83944 -3.09028
H -0.41123 -2.98341 -1.38636
H 4.02928 3.51340 1.33547
H 0.61848 3.86418 -1.65025
H 5.07756 -2.23009 0.54777
H -4.44092 -2.41517 -2.81700
H -2.91877 1.23796 -1.57473
H -1.00256 4.30056 -2.13056
*
```

# 3
Density functional theory data (ωB97M-V/def2-TZVPD) for 7 unconnected molecules or ions with the total composition C44H37NO18 in a non-equilibrium geometry.

* E_HOMO: -0.3160 Eh
* SMILES: CN(C)C(=O)COC(=O)OCCC(=O)O.O=C1C=CC(=O)C=C1.O=C1C=CC(=O)C=C1.O=C1C=CC(=O)C=C1.O=C1C=CC(=O)C=C1.O=C1C=CC(=O)C=C1.O=C1C=CC(=O)C=C1
* orbital gap: 6.829 eV

```
! wB97M-V def2-TZVPD RIJCOSX def2/J DEFGRID3
* xyz 0 1
O 5.65161 1.33019 -0.79614
O -8.49287 -6.53537 -0.45397
O -5.54769 -3.77111 -3.87548
O -4.30947 3.82891 3.56715
O 6.15172 3.63476 8.72548
O -2.94039 -0.52921 -6.83856
O -3.14695 -4.22175 -10.62532
O 3.96908 5.04134 -4.17587
O 1.30693 -1.37147 1.61234
O -3.01186 0.11656 -0.79643
O -0.38135 -1.78881 -2.23272
O 0.66553 0.73793 1.21002
O 1.32110 -0.97290 -3.43573
O 0.04028 0.95636 4.49832
O 4.30247 0.17564 2.59612
O 3.96636 -1.03917 7.73166
O 1.22856 4.54421 7.01165
O 1.65891 -1.76709 -1.34299
N -2.83558 -0.61186 -2.96906
C -7.81912 -5.90356 -1.23696
C 2.73167 3.02840 8.00718
C 2.34988 4.34119 7.42718
C 5.11031 0.13183 6.04606
C -7.17229 -5.44773 -3.56050
C -2.39575 -0.48857 -1.63377
C -3.06043 -2.01195 -3.36766
C -2.11212 3.77621 4.41115
C -1.07230 -1.11010 -1.18163
C -3.81315 -3.55320 -8.46866
C 0.91073 -1.43128 -2.40850
C -1.97942 0.16125 -3.89034
C -2.32379 -2.12358 -9.94691
C 4.24602 -0.12258 3.77239
C -3.31480 3.17312 3.78278
C 3.96994 2.80142 8.43761
C -3.76229 -2.62422 -7.51813
C 4.74732 3.48225 -1.08673
C -6.13198 -4.16448 -1.63183
C 2.66127 -0.03138 0.15921
C -2.27185 -1.19389 -8.99728
C 1.49710 -0.32234 1.04965
C 3.39215 5.39607 7.36365
C -7.91098 -6.14284 -2.70042
C 4.05071 -0.77874 6.55006
C -2.98646 -1.37173 -7.70855
C 5.27079 2.18074 -1.57205
C 3.19434 -1.04168 4.27125
C 2.80154 -0.94298 -1.08130
C -0.96140 1.61425 4.29434
C -3.09914 -3.37658 -9.75846
C -1.02243 3.05250 4.65217
C -6.22476 -4.40570 -3.09367
C 4.87627 2.88827 -3.88788
C -6.87058 -4.85969 -0.77170
C 5.30187 1.95676 -3.03909
C -2.16102 1.00863 3.66482
C 5.20652 0.43966 4.75603
C 4.32178 4.41425 -1.93493
C 4.35387 4.19192 -3.40368
C 5.01954 3.84788 8.35039
C 3.10452 -1.34536 5.56238
C -3.25218 1.73112 3.42772
C 4.63072 5.16689 7.78976
H -2.09169 -0.04202 3.41202
H -1.30716 -1.82048 -0.38626
H -4.12071 -2.26902 -3.30914
H -0.48542 -0.30996 -0.73569
H 4.27257 1.84962 8.85792
H 4.88807 2.74716 -4.96098
H -2.78090 -2.15000 -4.41075
H 4.73329 3.62061 -0.01289
H -5.43630 -3.39769 -1.31459
H -2.58839 0.93024 -4.37003
H -1.54949 -0.46249 -4.66788
H -1.81099 -2.01747 -10.89432
H -1.19204 0.69794 -3.35434
H -1.71378 -0.27346 -9.11230
H 2.34036 -2.00519 5.95230
H 3.93535 5.36995 -1.60459
H -0.13590 3.47019 5.11407
H 3.06953 -0.34342 -1.94781
H -2.17762 4.82758 4.65999
H -4.13869 1.31334 2.96822
H 3.08750 6.34528 6.94164
H 5.96159 1.11090 4.36695
H -8.60823 -6.90793 -3.01694
H 2.65251 1.00536 -0.17755
H 0.24839 0.66756 2.08254
H 2.50845 -1.43563 3.53095
H 3.63551 -1.62355 -0.91546
H -7.22287 -5.60406 -4.63050
H -4.27564 -2.73121 -6.56955
H -4.37060 -4.47390 -8.35320
H 5.68596 0.99989 -3.36952
H 3.55972 -0.13081 0.77043
H 5.78466 0.53169 6.79397
H 1.95197 2.27830 8.05315
H 5.41072 5.91616 7.74420
H -2.52622 -2.72870 -2.73767
H -6.82051 -4.70243 0.29807
*
```

# 4
Density functional theory data (ωB97M-V/def2-TZVPD) for 2 unconnected molecules or ions with the total composition C2H6Br2OSi in a non-equilibrium geometry.

* E_HOMO: -0.3178 Eh
* orbital gap: 7.081 eV
* energy relative to the best compared isomer or geometry (same formula, charge and spin): 37.8 kcal/mol

```
! wB97M-V def2-TZVPD RIJCOSX def2/J DEFGRID3
* xyz 0 1
Br 1.29031 2.61933 1.09323
Br -2.49819 -0.15637 2.36924
Si 0.34868 0.73815 0.67099
O -0.20783 0.97476 -0.77863
C -1.01095 0.23052 -1.69280
C 1.31578 -0.87523 1.02877
H 2.32717 -0.76074 0.96326
H -0.98203 -0.79871 -1.57082
H 1.07545 -1.59071 0.36235
H 1.11287 -1.32225 2.11404
H -0.66219 0.24746 -2.80003
H -2.10905 0.69379 -1.75959
*
```